18
Properties=species:S:1:pos:R:3 method="wB97M-V/def2-TZVPD" de_lowest_kj_mol=648.45 homo_energy_ev=-7.46 spin_multiplicity=1 gap_ha=0.2545
C -0.07 1.19 -0.50
C -1.42 -2.14 0.70
C 0.77 -0.83 -0.09
C 0.12 2.66 -0.80
C -2.74 -2.72 0.87
C 2.39 0.99 -0.11
N 1.04 0.48 -0.29
S 1.76 -1.94 0.61
S -0.95 -1.27 -0.67
H -0.54 2.89 -1.66
H 1.22 2.80 -1.07
H -0.26 3.14 0.03
H -3.38 -2.94 -0.02
H -3.21 -2.01 1.63
H -2.66 -3.61 1.47
H 3.09 0.14 0.11
H 2.54 1.67 -0.99
H 2.30 1.49 0.77